No. 1
This record from the OMol25 dataset describes a molecular structure, C4H7N2. The level of theory is ωB97M-V with the def2-TZVPD basis set.

Values from the calculation:
frontier orbital gap: 8.7344 eV
M: 83.1 g mol⁻¹
total charge: +1
spin multiplicity: 1
energy relative to the best compared isomer or geometry (same formula, charge and spin): 103.11 kcal/mol

Cartesian coordinates (Å):
C: -0.60 -1.60 1.17
C: 0.03 -0.54 0.35
C: -0.45 0.78 0.40
N: 0.29 1.62 -0.45
C: 0.93 0.79 -1.44
N: 0.90 -0.86 -0.61
H: -1.68 -1.82 0.72
H: -0.66 -1.25 2.21
H: -0.07 -2.55 1.05
H: -0.81 1.26 1.30
H: -0.26 2.56 -0.74
H: 1.95 1.14 -1.65
H: 0.43 0.47 -2.31

natural (NBO) atomic charge list, values in e, 2 entries: atom 1 (C): -0.66, atom 2 (C): 0.07

No. 2
This record from the OMol25 dataset describes a gas-phase ion, C4H7N2 (charge +1). The level of theory is ωB97M-V with the def2-TZVPD basis set.

Values from the calculation:
frontier orbital gap (spin up / spin down): 7.8519 / 7.8529 eV
M: 83.1 g mol⁻¹
total charge: +1
spin multiplicity: 1
energy relative to the best compared isomer or geometry (same formula, charge and spin): 108.64 kcal/mol

Cartesian coordinates (Å):
C: 0.61 -0.82 1.25
C: 1.52 -0.21 0.21
C: -1.82 -0.22 1.01
C: 0.06 0.91 -1.19
N: -0.58 -0.53 1.13
N: 0.79 -0.12 -1.00
H: 1.89 0.70 0.52
H: 2.30 -0.95 0.12
H: -2.32 0.63 1.50
H: -2.43 -0.99 0.51
H: -0.73 0.95 -2.06
H: -0.03 1.57 -0.34
H: 0.75 -0.92 -1.67

natural (NBO) atomic charge list, values in e, 2 entries: atom 1 (C): 0.22, atom 2 (C): -0.32

No. 3
This record from the OMol25 dataset describes a gas-phase ion, C4H7N2 (charge +1). The level of theory is ωB97M-V with the def2-TZVPD basis set.

Values from the calculation:
SMILES string: [H]/N=c1/cc1C[NH3+]
frontier orbital gap: 8.3357 eV
M: 83.1 g mol⁻¹
total charge: +1
spin multiplicity: 1
energy relative to the best compared isomer or geometry (same formula, charge and spin): 114.80 kcal/mol

Cartesian coordinates (Å):
C: -1.32 0.11 -1.63
C: -0.52 -0.04 -0.52
C: 0.08 0.41 -1.80
C: -0.68 -0.22 0.99
N: 1.03 0.68 -2.51
N: 0.72 -0.32 1.67
H: -2.35 0.03 -2.13
H: -1.20 -1.08 1.18
H: -1.17 0.56 1.37
H: 2.03 0.77 -2.25
H: 1.02 0.58 2.15
H: 1.58 -0.45 1.08
H: 0.77 -1.03 2.41

natural (NBO) atomic charge list, values in e, 2 entries: atom 1 (C): -0.12, atom 2 (C): -0.12

No. 4
This record from the OMol25 dataset describes a gas-phase ion, C4H7N2 (charge +1). The level of theory is ωB97M-V with the def2-TZVPD basis set.

Values from the calculation:
SMILES string: C/[NH+]=C1/[C@@H]2CN12
frontier orbital gap: 10.5620 eV
M: 83.1 g mol⁻¹
total charge: +1
spin multiplicity: 1
energy relative to the best compared isomer or geometry (same formula, charge and spin): 110.45 kcal/mol

Cartesian coordinates (Å):
C: 0.24 0.13 -0.30
C: 2.29 -0.39 0.11
C: 1.42 0.80 -0.15
C: -2.18 -0.39 0.14
N: 0.94 -0.51 0.69
N: -1.14 0.34 -0.56
H: 2.48 -0.84 -0.84
H: 3.08 -0.16 0.88
H: 1.38 1.73 0.35
H: -2.22 -1.50 -0.01
H: -1.89 -0.23 1.23
H: -3.15 -0.03 -0.26
H: -1.24 1.07 -1.28

natural (NBO) atomic charge list, values in e, 2 entries: atom 1 (C): 0.47, atom 2 (C): -0.21